No. 1
10
Properties=species:S:1:pos:R:3:forces:R:3 method="wB97M-V/def2-TZVPD" total_charge=-1 lumo_ev=3.530 e_homo_ev=-2.66 homo_lumo_gap_ev=6.188 relative_energy_ev=1.334 energy_ev=-32299.7952
C 2.25061 1.06447 -0.42652 0.1 -0.5 -0.2
C -1.55458 -0.13347 -0.07103 2.9 2.2 3.1
C -0.76182 -1.16181 0.75651 -0.4 0.5 0.5
O 1.56983 1.98359 -0.54274 -0.7 1.1 0.0
O 2.97872 0.17436 -0.40966 0.8 -0.6 0.1
Cl 0.17061 -1.93476 -0.54224 1.0 -1.0 -0.8
Cl 0.61428 -0.20737 1.79971 -0.3 0.1 -0.2
H -2.32149 -0.71221 -0.33809 -3.1 -2.0 -2.0
H -1.98146 0.59698 0.63981 0.3 0.1 -0.4
H -0.96469 0.33023 -0.86576 -0.4 0.2 -0.2


No. 2
11
Properties=species:S:1:pos:R:3:forces:R:3 method="wB97M-V/def2-TZVPD" total_charge=-1 lumo_ev=2.986 e_homo_ev=-2.26 homo_lumo_gap_ev=5.246 relative_energy_ev=0.986 energy_ev=-14059.4744
S -5.86539 2.16778 0.58724 0.1 -0.1 -0.1
H -6.38655 3.20981 1.24614 -0.1 0.1 0.1
C 1.49683 -1.67658 -0.13762 2.6 -1.4 -0.7
C 1.74757 -0.21417 -0.06348 -1.9 -0.3 -0.4
C 0.80068 0.66138 -0.40301 0.9 1.0 0.8
H 1.71691 -2.17517 0.81126 -0.3 0.1 0.1
H 0.61150 -2.12390 -0.57241 -0.4 0.7 0.0
H 2.35950 -2.03490 -0.77272 -0.8 -0.2 0.3
H 2.75901 0.00885 0.27076 -0.3 0.5 0.1
H 0.96362 1.71942 -0.21556 0.2 0.0 -0.3
H -0.20368 0.45747 -0.75061 0.1 -0.6 0.1


No. 3
35
Properties=species:S:1:pos:R:3:forces:R:3 method="wB97M-V/def2-TZVPD" lumo_ev=0.789 smiles=Clc1ccc(O[Si]23OCCN(CCO2)CCO3)cc1 e_homo_ev=-8.40 homo_lumo_gap_ev=9.192 relative_energy_ev=0.147 energy_ev=-42787.1772
Cl -2.83488 0.53358 -5.75499 -0.5 0.3 -0.7
C -1.94308 -0.17597 -4.47896 0.0 0.4 0.2
C -0.82301 -0.92205 -4.77311 -0.3 0.3 0.7
C -0.07526 -1.43962 -3.75291 0.4 -0.5 1.5
C -0.44161 -1.20876 -2.40124 0.0 -0.1 -1.4
O 0.43148 -1.69303 -1.43282 -0.2 0.5 0.6
Si 0.60384 -0.79000 -0.05165 0.4 0.6 1.3
O 1.66451 -1.35423 1.14359 -1.5 -0.2 -1.8
C 2.34742 -0.52530 2.04929 0.9 -0.8 0.5
C 1.52673 0.22228 3.10173 -2.1 -0.6 -0.6
N 0.31043 0.92720 2.61862 -0.2 -0.2 -0.6
C 0.46569 2.00846 1.61781 1.3 -0.5 0.9
C 1.36387 1.77708 0.35311 -0.6 1.0 -0.5
O 1.03998 0.71780 -0.54157 -0.5 -0.8 0.4
C -1.03985 0.29009 2.78754 2.7 -0.6 0.8
C -1.05630 -1.02372 2.01729 -1.9 -0.2 0.4
O -0.86290 -0.72686 0.68342 0.5 -0.1 -1.6
C -1.63093 -0.50648 -2.14275 1.5 -0.5 -0.8
C -2.34067 0.06054 -3.18506 0.2 -0.9 0.1
H -0.52581 -1.01993 -5.77587 0.3 -0.3 -1.1
H 0.78743 -2.06708 -3.97629 -0.1 0.3 0.2
H 3.08741 -1.17231 2.54406 -0.4 0.0 0.3
H 2.97374 0.13865 1.51304 0.5 0.9 -0.6
H 2.14785 0.96753 3.53775 0.9 0.5 0.6
H 1.23004 -0.50657 3.88733 0.0 0.6 -0.4
H 0.86385 2.89302 2.17702 0.1 -0.4 -0.7
H -0.50658 2.29602 1.30072 -0.9 0.1 -0.4
H 2.38958 1.62559 0.60277 0.7 0.3 0.5
H 1.33283 2.68902 -0.28994 -0.1 -0.4 0.7
H -1.78326 1.01352 2.47296 -0.2 -0.2 -0.1
H -1.13034 0.07962 3.86710 -0.3 0.1 -0.3
H -2.03646 -1.52684 2.07774 0.0 0.3 0.2
H -0.35311 -1.78431 2.33041 0.5 0.2 0.6
H -1.94323 -0.38507 -1.15223 -0.5 0.3 1.2
H -3.23939 0.58812 -2.97392 -0.5 0.5 0.0


No. 4
85
Properties=species:S:1:pos:R:3:forces:R:3 method="wB97M-V/def2-TZVPD" lumo_ev=-0.399 e_homo_ev=-7.10 homo_lumo_gap_ev=6.699 relative_energy_ev=0.872 energy_ev=-137103.0430
Y -0.38424 0.10924 0.32669 0.1 0.5 -1.3
C -1.40160 4.66642 -0.19005 -0.1 0.1 0.1
O -2.46089 4.46395 0.75310 0.1 0.0 -0.5
C -2.12892 3.89187 1.95818 0.0 0.3 0.0
C -2.62905 4.49515 3.09246 0.0 0.0 0.1
C -2.38293 3.96393 4.35840 0.0 0.0 0.0
C -1.61998 2.81908 4.45454 0.0 0.0 0.1
C -1.12200 2.18086 3.31186 0.1 -0.3 0.2
C -0.34072 0.96400 3.50738 -0.1 0.3 0.1
N 0.04916 0.15664 2.59555 0.3 -0.4 0.6
N 0.84577 -0.88960 3.08442 0.0 0.0 0.1
C 1.11445 -1.79138 2.17974 0.0 0.2 0.0
O 0.66674 -1.80981 0.96483 0.2 0.0 0.5
C 2.09395 -2.84052 2.62009 -0.2 -0.1 -0.2
C 2.67471 -3.67329 1.66924 0.0 -0.1 0.1
C 3.62469 -4.62065 2.03801 0.0 0.1 0.0
C 3.98942 -4.75274 3.37016 0.0 0.0 0.0
C 3.39415 -3.93836 4.32961 0.0 0.0 0.0
C 2.45487 -2.98812 3.95873 0.0 0.0 0.0
C -1.37709 2.70191 2.02425 0.2 -0.2 0.1
O -0.95012 2.11213 0.94299 -0.1 0.1 0.2
H -1.82975 5.25126 -1.00327 0.0 0.0 0.0
H -1.01346 3.72558 -0.56767 0.0 -0.1 0.0
H -0.58840 5.23962 0.26482 0.0 0.0 0.1
H -3.21621 5.39765 2.96382 0.0 0.0 0.0
H -2.77665 4.44934 5.24308 0.0 0.0 -0.1
H -1.40457 2.38200 5.42528 0.0 0.0 -0.1
H -0.04935 0.71736 4.52665 0.0 0.0 0.1
H 2.36573 -3.58204 0.63897 0.0 0.0 -0.1
H 4.07464 -5.25762 1.28300 0.0 0.1 0.1
H 4.72880 -5.49015 3.66292 0.0 0.0 0.0
H 3.66657 -4.04657 5.37399 0.0 0.0 -0.1
H 1.99249 -2.34399 4.69445 0.0 0.0 0.0
C -4.41265 -3.71610 1.78107 0.0 0.1 -0.1
S -3.32398 -4.02266 0.37839 0.1 -0.1 -0.1
C -2.48058 -2.50930 0.05013 -0.1 0.2 -0.3
S -2.77030 -1.07133 0.97766 0.0 -0.7 0.2
N -1.73560 -2.65986 -1.01659 0.1 -0.1 0.2
N -0.90651 -1.60866 -1.30511 -0.6 -0.3 0.2
C -0.50551 -1.51514 -2.50386 0.2 0.2 -0.4
C 0.30289 -0.35129 -2.91173 -0.2 -0.1 0.1
C 0.66837 -0.18856 -4.23918 0.0 -0.1 -0.2
C 1.32390 0.96745 -4.62340 0.0 0.0 -0.1
C 1.58726 1.93685 -3.66911 0.0 0.0 0.0
C 1.21280 1.68196 -2.36087 0.0 -0.1 0.1
N 0.60742 0.56019 -1.98012 0.0 0.1 -0.2
H -4.40665 -4.61935 2.39029 0.0 0.0 0.0
H -5.42509 -3.50735 1.43749 0.0 0.0 0.1
H -4.03486 -2.88030 2.35979 0.0 0.1 0.1
H -0.84902 -2.21077 -3.26532 0.1 -0.1 0.0
H 0.42669 -0.96514 -4.95647 0.0 0.1 0.0
H 1.61403 1.11821 -5.65746 0.0 0.0 0.1
H 2.07429 2.86920 -3.92522 0.0 -0.1 0.0
H 1.41084 2.40894 -1.57727 0.0 -0.1 0.0
C 4.20131 1.73293 -0.03415 0.1 0.0 0.0
C 3.27150 0.58525 -0.31685 0.2 0.1 0.1
O 2.20456 0.53092 0.26279 -0.4 0.0 0.1
C 3.67370 -0.43957 -1.31721 0.0 0.1 0.0
C 4.80101 -0.26642 -2.11830 0.1 0.0 -0.1
C 5.13566 -1.22035 -3.06720 0.0 0.0 0.0
C 4.34830 -2.35691 -3.21362 0.0 0.0 0.0
C 3.22698 -2.53531 -2.41063 0.0 0.0 0.0
C 2.88899 -1.57724 -1.46774 -0.1 -0.2 0.0
H 3.77102 2.35308 0.74678 0.0 0.0 0.0
H 4.34271 2.33138 -0.93929 0.0 0.0 0.1
H 5.18117 1.36712 0.28009 0.0 0.0 0.0
H 5.42235 0.61673 -2.01497 -0.1 -0.1 0.0
H 6.01346 -1.08056 -3.68689 -0.1 0.0 0.0
H 4.61325 -3.10413 -3.95312 0.0 0.0 0.0
H 2.61146 -3.42260 -2.51727 0.1 0.1 0.0
H 2.02073 -1.70848 -0.82942 0.1 0.0 0.0
C -4.45574 -0.53848 -2.01776 -0.1 0.0 0.0
As -3.58343 1.07550 -1.45727 0.3 0.1 -0.3
C -4.47322 1.85675 0.04080 0.1 0.0 0.1
C -3.96455 2.30425 -2.88497 0.1 0.1 0.1
O -1.92504 0.95045 -1.39626 -0.3 0.1 0.1
H -5.34607 -0.27657 -2.58972 0.0 0.0 0.0
H -4.71687 -1.14931 -1.16016 0.0 0.0 0.0
H -3.75273 -1.08029 -2.64565 0.0 -0.1 0.0
H -5.46699 2.16641 -0.28030 0.0 0.0 0.0
H -3.89033 2.73072 0.32961 0.0 0.0 0.0
H -4.53547 1.15509 0.86506 0.0 0.0 0.0
H -5.03484 2.38235 -3.06788 0.0 0.0 0.0
H -3.45396 1.96027 -3.77907 0.0 0.0 -0.1
H -3.56688 3.27686 -2.59878 0.0 0.0 0.0